The following is a quantum chemistry calculation of C3H8N2OS in the gas phase at a distorted geometry, from OMol25.

The geometry in XYZ format:
```
15
Properties=species:S:1:pos:R:3:nbo_charge:R:1
N 1.90 -0.98 0.92 -0.849
C 1.78 -0.66 -0.44 0.781
O 2.47 -1.12 -1.30 -0.624
N 0.86 0.37 -0.72 -0.635
C -0.22 0.79 0.14 -0.234
C -1.54 0.13 -0.21 -0.540
S -2.92 0.74 0.75 -0.018
H 2.48 -1.82 0.98 0.392
H 1.01 -1.23 1.34 0.370
H 0.64 0.25 -1.70 0.390
H 0.07 0.53 1.16 0.206
H -0.25 1.88 0.15 0.203
H -1.67 0.16 -1.28 0.218
H -1.45 -0.90 0.15 0.218
H -3.18 1.87 0.08 0.122
```

Computed properties:
SMILES   NC(=O)NCCS

---

The following is a quantum chemistry calculation of C21H25N5O2S in the gas phase at a distorted geometry, from OMol25.

The geometry in XYZ format:
```
54
Properties=species:S:1:pos:R:3:nbo_charge:R:1
C 5.24 -3.63 -6.34 -0.627
C 4.15 -3.27 -5.37 -0.014
C 4.17 -3.75 -4.07 -0.203
C 3.17 -3.45 -3.17 -0.224
C 2.11 -2.64 -3.58 0.184
N 1.07 -2.30 -2.72 -0.228
N -0.12 -1.86 -3.18 -0.071
N -0.86 -1.62 -2.18 -0.046
N -0.25 -1.88 -1.04 -0.345
C 0.96 -2.31 -1.36 0.172
S 2.18 -2.72 -0.21 0.317
C 1.33 -2.04 1.24 -0.621
C 0.93 -0.59 0.97 0.593
O 1.60 0.10 0.22 -0.580
C -0.26 -0.15 1.65 -0.257
C -0.91 -0.77 2.76 -0.262
C -2.02 -0.05 3.05 0.138
C -3.03 -0.28 4.12 -0.641
N -2.10 1.00 2.16 -0.330
C -3.14 1.99 2.12 -0.234
C -3.08 3.00 3.30 0.091
C -1.66 3.56 3.54 -0.441
C -1.85 5.08 3.40 -0.427
C -3.12 5.17 2.57 -0.069
O -3.93 4.10 3.01 -0.523
C -1.04 0.95 1.31 0.253
C -0.86 1.87 0.16 -0.673
C 2.07 -2.16 -4.89 -0.222
C 3.08 -2.48 -5.77 -0.190
H 5.00 -4.57 -6.83 0.223
H 5.34 -2.87 -7.10 0.218
H 6.19 -3.75 -5.82 0.218
H 4.99 -4.37 -3.74 0.214
H 3.20 -3.84 -2.17 0.222
H 0.46 -2.66 1.46 0.249
H 2.05 -2.09 2.06 0.253
H -0.57 -1.64 3.30 0.216
H -2.91 0.42 4.94 0.214
H -2.91 -1.29 4.51 0.233
H -4.04 -0.17 3.73 0.217
H -3.05 2.55 1.19 0.223
H -4.12 1.50 2.13 0.214
H -3.48 2.53 4.20 0.185
H -1.28 3.28 4.51 0.223
H -0.97 3.19 2.79 0.214
H -1.00 5.57 2.92 0.217
H -2.01 5.53 4.38 0.207
H -3.69 6.09 2.72 0.197
H -2.90 5.06 1.50 0.156
H -0.81 2.92 0.47 0.211
H -1.67 1.76 -0.55 0.226
H 0.07 1.62 -0.34 0.274
H 1.24 -1.54 -5.19 0.243
H 3.04 -2.10 -6.78 0.213
```

Computed properties:
SMILES   Cc1ccc(-n2nnnc2SCC(=O)c2cc(C)n(C[C@H]3CCCO3)c2C)cc1

---

Listing HOMO energy for the structures above in their given order: -9.460 -8.022 eV.
Listing ΔE to the lowest compared entry with this formula, charge and spin for the structures above in their given order: 6.7 67.6 kcal per mole.
Listing Kohn-Sham gap for the structures above in their given order: 10.1 8.7 eV.